Here is 2 unconnected molecules or ions with the total composition C4H9N2P from OMol25. Energies are from ωB97M-V/def2-TZVPD.

CARTESIAN COORDINATES (ANGSTROEM)
P  -2.197  1.032  0.506
N  -0.829  1.825  0.558
N  -0.723  -2.383  -0.250
C  -0.066  3.032  0.580
C  0.571  1.707  0.713
C  0.717  -2.730  -0.401
C  -0.058  -1.585  -1.235
H  1.152  1.220  -0.075
H  0.100  -0.562  -1.085
H  0.935  1.165  1.678
H  -1.017  -1.846  0.555
H  1.443  -2.324  0.386
H  -0.321  3.650  1.508
H  0.862  -3.795  -0.796
H  -0.288  3.517  -0.342
H  -0.281  -1.923  -2.300

Summary:
- highest occupied orbital energy (alpha / beta) (eV) = -6.997 / -6.997
- relative energy (zero: lowest compared OMol25 entry of this formula, charge and spin) (kcal per mole) = 129.0
- net charge = 0
- max |F| (eV/A) = 4.65